Density functional theory data (ωB97M-V/def2-TZVPD) for the molecule C3H3N3OS in a non-equilibrium geometry.

Values from the calculation:
SMILES	S/N=c1\ccnno1
relative energy (zero: lowest compared OMol25 entry of this formula, charge and spin)	576.57	kJ/mol
HOMO energy	-0.3292	hartree
2S+1	1

Geometry as XYZ:
```
11
Properties=species:S:1:pos:R:3:mulliken_charge:R:1
H 0.540 1.698 0.478 0.295
N -2.097 -1.302 -0.213 0.005
H -2.208 1.879 0.168 0.436
C -0.149 0.918 0.062 -0.168
H 3.740 -1.098 -0.069 0.144
S 3.032 -0.074 -0.144 -0.112
N 1.509 -0.978 -0.151 -0.457
C 0.259 -0.542 -0.062 0.601
N -2.434 -0.071 -0.394 -0.180
O -0.670 -1.519 0.319 -0.248
C -1.522 1.089 0.006 -0.317
```



Density functional theory data (ωB97M-V/def2-TZVPD) for a structure of composition C28H30Cl56N7O3P in a non-equilibrium geometry.

Values from the calculation:
HOMO energy	-0.2790	hartree
2S+1	1

Geometry as XYZ:
```
125
Properties=species:S:1:pos:R:3:mulliken_charge:R:1
Cl 17.265 -0.545 3.262 -0.074
Cl 18.835 0.365 6.330 -0.066
Cl -11.741 2.573 -0.775 -0.109
Cl -5.561 5.740 -6.585 -0.110
H -6.142 -1.965 -0.268 0.149
Cl -10.078 3.580 -2.928 -0.082
Cl -9.306 4.030 -0.167 -0.099
Cl -3.593 -11.140 9.398 -0.099
H -6.828 -3.420 1.498 0.346
H -5.645 1.911 -5.218 0.001
H -8.257 -1.066 0.823 0.137
Cl 20.358 -1.475 4.679 -0.092
H -8.870 0.900 -2.883 0.368
H -8.083 1.434 0.861 0.141
H -3.028 -3.918 2.256 0.255
C 7.950 3.500 2.945 0.172
Cl -1.043 4.451 -5.709 0.010
H -3.104 0.663 -0.326 0.567
H -2.506 1.654 -5.267 -0.006
C -2.279 -0.226 -3.932 -0.847
Cl 12.081 7.045 5.259 -0.063
H -6.034 2.342 -0.594 0.281
Cl 6.418 2.056 -1.548 -0.084
H -4.462 1.884 -2.438 0.469
Cl -6.776 -6.097 -7.780 -0.121
Cl 14.123 0.736 0.363 -0.085
H -2.426 -0.921 -4.821 0.542
Cl 0.855 -0.681 1.802 -0.098
N -6.797 0.315 -4.162 0.529
C -6.041 -1.586 0.803 0.211
Cl 13.468 8.276 3.026 -0.103
Cl 15.412 -1.080 5.430 -0.105
Cl 12.475 4.030 8.226 -0.099
H -9.506 -0.894 -0.978 0.432
Cl 1.348 5.925 -6.435 -0.103
Cl -4.355 3.150 -6.072 0.016
H -6.949 1.026 -6.157 0.259
H -7.340 -0.658 2.347 0.390
C -4.816 -3.510 1.651 0.132
Cl 18.746 -2.485 6.869 -0.080
H -6.444 1.395 1.670 0.449
C -5.112 -0.195 -6.050 0.350
C -2.643 -1.620 -0.240 -0.444
C 1.462 -0.798 0.136 0.230
Cl 7.038 4.966 2.525 -0.111
C 0.663 4.739 -5.304 0.262
Cl 8.747 0.949 -0.219 -0.052
C -1.982 1.305 -4.323 -0.534
C -10.680 3.902 -1.288 0.386
Cl 13.325 2.923 2.107 -0.077
N -3.838 -3.337 2.529 -0.552
Cl 0.780 5.367 -3.646 -0.103
Cl 7.812 3.197 4.690 -0.070
Cl 14.645 0.700 3.269 0.020
Cl -8.767 -5.030 -5.960 -0.095
Cl -3.877 -6.712 3.729 -0.104
O -6.241 -2.085 -3.525 -0.495
C -2.715 -0.183 -0.984 0.772
Cl -3.331 4.839 -8.206 -0.106
C -6.248 1.207 -0.536 0.284
Cl -5.403 -4.861 5.364 -0.077
Cl -3.770 -8.448 8.329 -0.006
O -4.964 -0.211 -7.309 -0.615
C -4.485 -9.605 9.472 0.309
C -4.487 -6.383 5.366 0.375
H -7.931 -1.368 -1.401 0.100
Cl 10.154 5.361 7.104 -0.085
Cl -11.593 5.425 -1.280 -0.098
C -4.792 4.325 -7.335 0.256
Cl -5.553 -7.709 5.871 -0.074
H -1.615 0.091 -1.229 -0.791
Cl 7.617 -0.397 -2.528 -0.104
H -2.184 2.031 -3.445 0.259
H -3.146 -2.414 -0.891 0.363
Cl -4.392 -8.946 11.119 -0.101
Cl 10.703 7.445 2.737 -0.091
Cl 21.163 -0.979 7.421 -0.101
H -0.844 1.394 -4.509 0.171
C 7.241 0.555 -1.076 0.270
Cl 9.659 3.725 2.516 0.062
C -7.057 0.925 0.810 -0.674
H -1.324 -0.598 -3.394 0.383
H -5.439 -4.847 0.163 0.252
Cl -6.205 -3.707 -6.240 0.026
N -6.939 0.827 -1.807 0.604
Cl 14.895 -2.149 2.782 -0.101
Cl 1.014 -2.375 -0.549 -0.131
Cl 1.568 3.215 -5.425 -0.102
C -6.119 0.878 -5.364 -0.178
Cl 13.965 3.439 -0.677 -0.095
N -6.096 -2.750 1.778 -0.302
H -5.072 -1.034 1.029 -0.147
Cl 12.803 5.454 2.937 -0.026
Cl 3.231 -0.636 0.137 0.003
C 12.264 7.055 3.491 0.229
H -3.900 -5.185 0.805 0.204
Cl 6.182 -0.391 -0.006 -0.018
Cl 10.055 2.522 7.692 -0.089
P -3.691 -0.376 -2.631 -0.093
N -4.568 -4.444 0.543 -0.412
C 15.554 -0.768 3.686 0.215
C -6.980 -1.161 -4.215 0.113
C 19.775 -1.143 6.325 0.329
N -4.731 1.027 -2.939 0.348
Cl 11.676 3.487 5.492 0.106
C -7.028 -5.276 -6.223 0.269
H -9.000 1.197 -1.093 -0.220
C -6.160 0.736 -2.900 -0.758
H -3.039 -1.573 0.825 0.255
H -5.227 0.707 -0.434 -0.588
H -4.544 -0.995 -5.467 0.313
C 11.091 3.850 7.128 0.174
Cl -6.186 -9.887 9.042 -0.108
H -1.536 -1.937 -0.165 -0.273
N -8.779 -0.880 -1.721 -0.475
C 13.239 2.275 0.450 0.362
Cl -3.109 -6.242 6.492 -0.138
Cl 7.292 2.116 2.048 0.014
Cl -5.924 3.569 -8.474 -0.087
C -7.258 -0.619 1.193 -0.698
Cl 0.751 0.502 -0.847 -0.122
O -7.932 -1.581 -4.964 -0.713
C -8.425 0.564 -1.871 -0.403
Cl 11.539 2.007 0.012 -0.033
Cl -6.367 -6.279 -4.912 -0.125
```



Density functional theory data (ωB97M-V/def2-TZVPD) for a structure of composition H4O2Rb.

Values from the calculation:
relative energy (zero: lowest compared OMol25 entry of this formula, charge and spin)	71.59	kJ/mol
total charge	+1
HOMO energy	-0.5460	hartree
2S+1	1

Geometry as XYZ:
```
7
Properties=species:S:1:pos:R:3:mulliken_charge:R:1
Rb 18.834 8.317 -16.300 0.981
O 15.823 9.954 -18.795 -0.639
H 15.082 10.550 -18.909 0.321
H 15.841 6.491 -13.131 0.332
O 16.702 6.899 -13.034 -0.647
H 15.564 9.158 -19.259 0.326
H 17.313 6.164 -12.992 0.324
```



Density functional theory data (ωB97M-V/def2-TZVPD) for the ion C6H9N2 with charge +1 in a non-equilibrium geometry.

Values from the calculation:
SMILES	C=C=[NH+]C(=C)/C=N/C
relative energy (zero: lowest compared OMol25 entry of this formula, charge and spin)	443.98	kJ/mol
total charge	+1
HOMO energy	-0.5154	hartree
2S+1	1

Geometry as XYZ:
```
17
Properties=species:S:1:pos:R:3:mulliken_charge:R:1
C -1.503 -0.442 -0.007 0.365
C -0.215 1.632 -0.060 0.679
C 0.714 2.538 -0.116 -0.713
N -1.288 0.991 0.308 -0.139
H -3.600 -0.526 -0.356 0.305
H -0.196 -2.285 -0.202 0.311
H 2.750 -0.458 -0.783 0.289
H -1.599 1.497 1.198 0.337
C -0.138 -1.186 -0.043 0.087
N 0.865 -0.490 0.158 -0.240
H 2.686 -0.751 0.955 0.325
C -2.665 -1.059 -0.200 -0.874
H 2.339 -2.021 -0.174 0.446
C 2.198 -1.021 0.034 -0.986
H 1.712 2.184 0.236 0.276
H -2.763 -2.195 -0.319 0.234
H 0.704 3.591 -0.630 0.298
```



Density functional theory data (ωB97M-V/def2-TZVPD) for a cluster of 2 separate species, C2H5OPS in total in a non-equilibrium geometry.

Values from the calculation:
SMILES	OC=S.C=P
relative energy (zero: lowest compared OMol25 entry of this formula, charge and spin)	256.35	kJ/mol
HOMO energy	-0.3306	hartree
2S+1	1

Geometry as XYZ:
```
10
Properties=species:S:1:pos:R:3:mulliken_charge:R:1
H -2.030 -1.609 0.420 0.396
H 2.716 0.840 1.323 0.264
H -1.406 0.309 -1.561 0.365
C 2.119 0.144 0.752 -0.434
H 2.294 -0.867 1.069 0.245
O -1.313 -0.657 -1.101 -0.384
C -1.977 -0.729 -0.003 -0.123
H 1.276 1.721 -0.901 0.017
S -2.943 0.459 0.612 -0.286
P 1.264 0.387 -0.610 -0.060
```



In order of appearance, energy = -20507.4034, -756628.5579, -4809.8418, -9337.6518, -24323.5825 eV.